ORCA calculation (wB97M-V/def2-TZVPD) on a 2-piece molecular cluster, C2H7Cl2N2 overall.

The value obtained for the HOMO-LUMO gap (spin up / spin down) is 0.297 / 0.297 hartree. The calculation puts the lowest unoccupied orbital energy (spin up / spin down) at -4.30 / -4.30 eV. For the molecular weight, the calculation gives 130.0 g mol⁻¹. The net charge is +1. The calculation puts the energy above the lowest of the compared OMol25 structures with the same formula, charge and spin at 234.37 kJ/mol.

XYZ file:
```
13
Properties=species:S:1:pos:R:3:forces:R:3:mulliken_charge:R:1
C 0.718844 0.407319 0.800544 -1.86 -0.77 -0.20 -0.897
C -1.292768 -1.158732 0.644131 2.24 -1.00 -0.03 0.654
N -1.026990 -2.198547 -0.189168 -1.14 2.79 0.38 -0.386
N 0.208836 1.794088 0.525083 -0.01 0.48 1.11 -0.334
Cl -2.301554 -0.087384 -0.169251 -1.10 1.47 0.30 -0.157
Cl -1.460495 -1.553504 2.363497 0.04 0.60 -1.35 -0.087
H 1.545254 0.245606 0.111175 -0.06 -0.28 0.19 0.314
H 0.958460 0.435510 1.832751 0.54 -0.57 0.86 0.371
H -1.412274 -2.007878 -1.134381 0.95 -1.33 0.86 0.226
H -0.660527 -3.004342 0.237578 0.48 -1.40 -0.26 0.230
H -0.726401 1.993381 1.023594 1.82 -0.23 -1.18 0.347
H 0.133234 1.819273 -0.480799 -0.61 0.66 -0.33 0.349
H 0.958473 2.477899 0.817461 -1.29 -0.42 -0.34 0.370
```
Forces are in eV/Å.